Entry 1:
C5H5N in the gas phase, computed with the ωB97M-V functional and the def2-TZVPD basis.

ORCA input file:
```
! wB97M-V def2-TZVPD RIJCOSX def2/J DEFGRID3
* xyz 0 1
H -1.892 -0.354 -1.300
H -1.783 1.507 -1.408
C -1.249 0.456 -1.362
H 1.520 -1.823 2.549
C 0.935 -0.970 1.225
H -0.582 0.392 -2.284
C -0.398 0.647 -0.227
C 0.896 -2.089 1.696
H 1.893 0.655 -0.069
C 0.870 0.267 0.383
N -0.211 1.314 0.797
*
```

Computed properties:
HOMO level: -9.85 eV
Energy above the lowest of the compared OMol25 structures with the same formula, charge and spin: 126.8 kcal per mole
Gap between HOMO and LUMO: 10.614 eV
SMILES: C#C[C@@H]1N=C1C
DFT total energy: -248.073041 Eh

---

Entry 2:
2 unconnected molecules or ions with the total composition C4H10O2, computed with the ωB97M-V functional and the def2-TZVPD basis.

ORCA input file:
```
! wB97M-V def2-TZVPD RIJCOSX def2/J DEFGRID3
* xyz 0 1
H -1.398 2.294 0.715
H 1.097 1.861 1.040
H 0.617 -3.038 -1.216
O 0.222 -0.921 1.879
H 1.336 -1.419 -1.423
C 0.396 -1.995 -1.484
H 0.998 0.548 -0.174
C 0.445 1.124 0.581
H -0.171 0.894 2.664
H -1.442 1.007 -0.514
H 0.059 -1.971 -2.524
H -0.519 2.489 -0.816
C 0.113 0.282 1.777
H -0.316 -1.475 0.228
C -0.809 1.769 -0.044
O -0.629 -1.449 -0.690
*
```

Computed properties:
HOMO level: -10.00 eV
Energy above the lowest of the compared OMol25 structures with the same formula, charge and spin: 28.0 kcal per mole
Gap between HOMO and LUMO: 10.828 eV
SMILES: CCC=O.CO
DFT total energy: -308.853502 Eh

---

Entry 3:
C4H2N2S in the gas phase, computed with the ωB97M-V functional and the def2-TZVPD basis.

ORCA input file:
```
! wB97M-V def2-TZVPD RIJCOSX def2/J DEFGRID3
* xyz 0 1
S -0.997 0.145 1.877
C 1.438 0.475 -1.590
C 0.700 -0.399 -0.871
H 0.103 -2.301 -0.255
C 0.107 -1.269 -0.032
C -1.204 1.257 0.768
H -1.698 2.104 1.254
N 2.030 1.240 -2.260
N -0.478 -1.253 1.109
*
```

Computed properties:
HOMO level (spin up / spin down): -9.21 / -9.29 eV
Energy above the lowest of the compared OMol25 structures with the same formula, charge and spin: 153.3 kcal per mole
Gap between HOMO and LUMO (spin up / spin down): 6.340 / 7.047 eV
DFT total energy: -661.053735 Eh

---

Entry 4:
A molecular structure, C45H37I2N2O6Re, computed with the ωB97M-V functional and the def2-TZVPD basis.

ORCA input file:
```
! wB97M-V def2-TZVPD RIJCOSX def2/J DEFGRID3
* xyz 0 3
C -1.930 -2.534 -4.158
H -3.295 0.574 -2.171
C -0.949 2.869 -2.050
C -0.496 4.007 1.496
H -3.389 -3.934 -3.460
C 3.302 -1.864 -0.319
C 2.010 2.890 1.844
C 2.555 -1.079 2.000
C -1.558 -1.905 -1.450
H 7.522 -0.126 1.734
H 5.622 3.136 -0.261
O 3.464 -1.873 2.724
O -1.705 1.398 -0.470
H -0.325 4.173 -3.597
H 5.041 -1.081 4.679
C 3.740 -1.584 -1.609
H -1.335 1.441 7.669
C -0.967 -1.560 -3.838
O 2.510 -0.470 4.235
C 0.890 2.152 2.197
C 0.874 0.743 2.808
H 3.081 0.854 2.807
I -3.555 -3.856 -0.336
H 7.607 2.180 0.857
N -1.779 1.872 -1.660
C 2.300 0.099 2.958
C 4.337 0.144 0.651
C -0.920 0.255 4.529
Re 0.138 -0.143 0.066
N 0.115 -0.359 -1.993
C 3.227 -4.195 -0.875
C 0.848 0.302 -2.891
H 1.610 -1.635 1.869
H 5.432 -1.424 1.598
C 2.056 -2.826 4.463
H 2.724 -3.409 1.046
H 3.020 -5.215 -0.586
C 0.258 0.903 4.195
H 1.764 -2.678 5.499
C 3.923 -2.602 -2.524
H 1.752 2.288 4.836
C -0.173 -0.830 -4.747
C -2.753 1.848 -3.829
C 4.347 -1.876 4.943
C 3.045 -3.175 0.045
H 3.527 1.831 -0.378
H 4.816 -2.839 4.762
H 4.265 -2.371 -3.522
H 2.768 4.721 1.051
H 3.801 -4.710 -2.871
C 6.647 0.314 1.281
H -1.952 3.251 -5.253
C 3.049 -0.663 0.594
C 0.847 1.766 5.110
O 0.086 -0.064 2.009
C -0.368 2.734 2.018
C -0.998 3.376 -3.326
H -1.477 4.443 1.375
H 2.485 -3.817 4.335
C 5.581 2.143 0.162
C 0.631 4.729 1.136
O -1.358 -1.543 -0.224
C -1.491 0.449 5.776
C 5.477 -0.419 1.209
C 1.881 4.164 1.314
C -2.472 -2.881 -1.849
H 1.172 -2.731 3.836
C 3.090 -1.760 4.083
I -2.324 -2.996 -6.185
C 0.281 1.952 6.356
H -3.485 1.425 -4.498
H -1.388 -0.394 3.804
C -1.907 2.869 -4.247
H 1.566 1.002 -2.487
C -0.890 1.292 6.694
H -2.411 -0.057 6.028
H -0.246 3.199 -1.301
H 0.537 5.727 0.731
H 4.084 -1.787 5.992
H 1.322 0.682 -4.937
H 3.939 -0.559 -1.887
C -2.660 -3.186 -3.187
C 6.697 1.603 0.776
H 3.007 2.500 1.971
H 0.750 2.620 7.064
C 3.664 -3.912 -2.157
C -0.788 -1.269 -2.467
H -0.260 -1.015 -5.805
O 2.043 0.066 -0.049
C 0.713 0.102 -4.261
H -1.248 2.178 2.309
C 4.405 1.415 0.094
C -2.671 1.371 -2.544
*
```

Computed properties:
HOMO level (spin up / spin down): -7.09 / -6.52 eV
Energy above the lowest of the compared OMol25 structures with the same formula, charge and spin: 10.2 kcal per mole
Gap between HOMO and LUMO (spin up / spin down): 6.546 / 5.839 eV
DFT total energy: -2971.571453 Eh

---

Entry 5:
2 unconnected molecules or ions with the total composition C5H7BrClNS, computed with the ωB97M-V functional and the def2-TZVPD basis.

ORCA input file:
```
! wB97M-V def2-TZVPD RIJCOSX def2/J DEFGRID3
* xyz 0 1
C -0.652 -0.732 -0.435
S 1.041 1.930 -1.800
Cl -2.680 0.961 -0.031
C -2.103 -0.761 0.051
H -2.750 -1.255 -0.579
N 0.190 2.309 0.813
C 0.407 -0.666 0.308
C 1.760 -0.873 -0.246
C 0.612 2.012 -0.260
H 0.297 2.557 1.734
H -2.070 -1.377 0.985
H 1.710 -1.669 -1.048
Br 0.328 -0.751 2.225
H 2.182 0.187 -0.672
H 2.451 -1.162 0.500
H -0.722 -0.709 -1.546
*
```

Computed properties:
HOMO level: -9.27 eV
Energy above the lowest of the compared OMol25 structures with the same formula, charge and spin: 17.6 kcal per mole
Gap between HOMO and LUMO: 9.808 eV
SMILES: C/C(Br)=C/CCl.N=C=S
DFT total energy: -3681.793656 Eh

---

Entry 6:
A molecular structure, C19H28F5O3OsTe, computed with the ωB97M-V functional and the def2-TZVPD basis.

ORCA input file:
```
! wB97M-V def2-TZVPD RIJCOSX def2/J DEFGRID3
* xyz 1 5
C 2.257 0.508 0.201
H 1.070 -1.108 -4.602
H -0.318 -1.626 -9.449
H -3.099 0.413 -4.063
F 1.272 -2.384 2.557
H 1.448 -0.046 -3.132
H 0.589 0.403 -7.459
H -1.334 2.882 -3.705
C 1.499 -2.276 -8.412
F 2.486 -4.689 2.184
O 0.379 -1.426 -6.400
F 0.176 -4.273 0.989
H 2.911 -0.252 -0.185
H 0.024 0.835 -5.797
F 3.533 -2.444 1.158
H -1.970 1.698 1.623
C -1.519 -0.489 1.843
H 2.264 -2.287 -6.337
H 0.904 1.869 -4.567
H -2.098 -0.442 -5.312
H 1.322 -3.236 -8.910
H -1.047 -0.317 -7.489
H 0.459 2.095 2.532
H 2.512 -1.950 -8.689
C -1.399 -1.506 0.854
C 0.930 1.725 1.629
C -0.998 2.046 -3.070
C 0.495 -1.191 -8.853
C 1.493 1.407 -0.589
H 2.335 0.160 2.404
Te 1.854 -3.350 0.999
H -1.389 -0.609 2.915
H 0.962 -0.388 -9.439
C -2.243 0.508 -4.758
C -1.003 0.789 -3.937
O -0.588 -0.504 -3.416
C 0.030 -0.553 -7.534
O 1.191 -2.036 -0.131
H -0.050 2.921 -0.006
H -1.189 -2.545 1.048
H -1.418 -1.412 -1.385
H 0.012 2.299 -2.706
H 0.936 -3.425 -6.601
H 1.541 1.484 -1.670
C -1.891 0.443 -0.227
C 1.313 -2.426 -6.871
C 0.328 0.955 -4.759
C 0.655 2.150 0.290
Os 0.122 0.084 0.528
C 0.761 -0.277 -3.955
C -1.813 0.728 1.163
H -2.413 1.331 -5.475
C 1.925 0.714 1.574
F 2.439 -4.398 -0.472
H -1.642 1.978 -2.197
H -2.181 1.144 -0.990
C -1.583 -0.923 -0.433
*
```

Computed properties:
HOMO level (spin up / spin down): -9.48 / -11.92 eV
Energy above the lowest of the compared OMol25 structures with the same formula, charge and spin: 50.0 kcal per mole
Gap between HOMO and LUMO (spin up / spin down): 5.229 / 4.646 eV
DFT total energy: -1823.954845 Eh

---

Entry 7:
A gas-phase ion, C3H7N2O (charge +1), computed with the ωB97M-V functional and the def2-TZVPD basis.

ORCA input file:
```
! wB97M-V def2-TZVPD RIJCOSX def2/J DEFGRID3
* xyz 1 1
N -0.916 -1.008 1.407
H -1.145 0.899 -1.357
H 0.049 -0.903 1.899
H -0.425 1.569 0.289
C 0.873 0.165 -0.731
H 0.965 -0.699 -1.315
H -1.501 -1.839 1.638
C -0.503 0.677 -0.368
H 1.465 0.777 -1.491
N -2.221 -0.781 -0.529
C -1.299 -0.375 0.299
O -3.281 -0.465 -0.943
H 1.606 0.081 0.070
*
```

Computed properties:
HOMO level (spin up / spin down): -15.22 / -15.22 eV
Energy above the lowest of the compared OMol25 structures with the same formula, charge and spin: 118.0 kcal per mole
Gap between HOMO and LUMO (spin up / spin down): 8.582 / 8.581 eV
SMILES: CCC(=[NH2+])N=O
DFT total energy: -302.851938 Eh

---

Entry 8:
2 unconnected molecules or ions with the total composition C5H8FN2, computed with the ωB97M-V functional and the def2-TZVPD basis.

ORCA input file:
```
! wB97M-V def2-TZVPD RIJCOSX def2/J DEFGRID3
* xyz 1 1
C -1.393 0.037 -0.070
H -3.079 0.926 0.755
H 1.995 -2.272 -0.715
F 1.582 1.599 0.657
C -2.376 1.090 -0.066
H -1.749 2.064 -0.199
N -1.504 -1.167 0.668
C 1.940 -1.428 -0.187
H 0.557 0.725 -1.122
H 2.403 -0.697 -0.735
H 2.410 -1.549 0.816
H -3.199 1.061 -0.789
C -0.075 -0.061 -0.684
C -0.301 -1.493 0.797
H 2.235 2.287 1.026
N 0.553 -1.122 -0.153
*
```

Computed properties:
HOMO level (spin up / spin down): -14.63 / -14.41 eV
Energy above the lowest of the compared OMol25 structures with the same formula, charge and spin: 116.2 kcal per mole
Gap between HOMO and LUMO (spin up / spin down): 7.325 / 8.213 eV
DFT total energy: -404.256083 Eh

---

Entry 9:
A gas-phase ion, C6H9N4 (charge +1), computed with the ωB97M-V functional and the def2-TZVPD basis.

ORCA input file:
```
! wB97M-V def2-TZVPD RIJCOSX def2/J DEFGRID3
* xyz 1 1
H 0.733 1.976 -1.132
C -2.517 -1.215 0.413
C 0.738 -0.731 -0.481
H 1.331 -0.521 -1.377
H 1.781 0.658 0.753
N -1.200 1.856 -0.399
C 0.742 0.503 0.457
H 1.331 -2.812 -0.403
N -0.591 -0.990 -0.959
H 2.322 -1.736 0.582
H 0.176 0.278 1.365
H -1.538 2.617 -0.987
N -2.586 0.156 0.684
C 1.308 -1.947 0.255
H 0.699 -2.183 1.125
C 0.256 1.809 -0.162
N -1.521 -1.353 -0.312
H 0.517 2.643 0.496
C -1.980 0.992 0.081
*
```

Computed properties:
HOMO level (spin up / spin down): -13.72 / -13.72 eV
Energy above the lowest of the compared OMol25 structures with the same formula, charge and spin: 157.2 kcal per mole
Gap between HOMO and LUMO (spin up / spin down): 8.448 / 8.450 eV
DFT total energy: -452.598003 Eh

---

Entry 10:
2 unconnected molecules or ions with the total composition C23H27ClN4O4, computed with the ωB97M-V functional and the def2-TZVPD basis.

ORCA input file:
```
! wB97M-V def2-TZVPD RIJCOSX def2/J DEFGRID3
* xyz 0 1
H 1.674 3.574 -6.394
N 4.035 3.258 -3.588
N -1.851 -2.030 3.948
H 3.148 4.497 -6.003
O 6.170 3.084 -4.156
C -2.593 -3.107 3.515
H 2.988 1.066 -2.530
O -2.286 -3.839 2.583
H -5.086 -4.761 2.270
H 1.307 0.778 -0.254
H -5.851 -5.845 3.448
H -6.759 -4.614 5.267
H 0.948 5.666 -4.616
C 0.897 -0.158 2.383
H 1.761 5.311 -6.745
C 0.499 -2.515 3.676
C 5.029 2.662 -4.246
C 4.742 1.463 -5.130
C 0.850 0.379 -1.156
H -4.086 -5.824 3.284
C -5.821 -2.930 6.228
C -3.797 -3.230 4.329
H 4.116 1.771 -5.964
C -0.382 -0.476 2.830
H 0.393 -3.464 4.187
C -0.591 -1.679 3.486
H 4.314 4.041 -3.015
H -0.664 0.400 -3.310
H -1.196 0.221 2.673
C -4.890 -4.112 4.304
C -2.500 -1.473 5.027
H -0.183 0.104 -0.945
H 1.051 0.797 1.893
C 0.891 1.448 -2.247
Cl 3.122 -3.165 3.536
H -6.611 -2.817 6.965
H 0.185 1.602 -4.283
N 1.518 4.839 -4.715
C 1.737 4.174 -3.576
H 2.640 2.436 -1.484
H -4.654 -1.259 6.975
C 2.610 2.900 -3.590
C 2.057 4.533 -6.040
H 5.686 1.074 -5.509
H 0.255 2.276 -1.939
C 1.756 -2.130 3.218
C -3.726 -2.214 5.277
C 0.314 0.832 -3.524
O 1.272 4.613 -2.532
C 2.345 1.938 -2.410
C -4.728 -2.055 6.238
H 2.375 2.364 -4.508
N 1.946 -0.972 2.567
H 1.406 -0.506 -1.469
H 4.245 0.690 -4.549
C -5.901 -3.948 5.265
O -2.115 -0.520 5.691
H 0.977 0.051 -3.898
C -4.986 -5.201 3.266
*
```

Computed properties:
HOMO level: -9.58 eV
Energy above the lowest of the compared OMol25 structures with the same formula, charge and spin: 0.0 kcal per mole
Gap between HOMO and LUMO: 8.883 eV
SMILES: Cc1cccc2c1C(=O)N(c1ccnc(Cl)c1)C2=O.CNC(=O)[C@H](CC(C)C)NC(C)=O
DFT total energy: -1872.886422 Eh

---

Entry 11:
2 unconnected molecules or ions with the total composition C2F3NO, computed with the ωB97M-V functional and the def2-TZVPD basis.

ORCA input file:
```
! wB97M-V def2-TZVPD RIJCOSX def2/J DEFGRID3
* xyz 0 1
C 1.677 -0.031 0.051
F -2.583 0.550 0.288
C -1.379 0.053 0.032
O 2.010 -1.057 0.455
N -0.376 0.649 0.371
F -1.544 -1.102 -0.611
F 2.195 0.938 -0.585
*
```

Computed properties:
HOMO level (spin up / spin down): -10.34 / -10.34 eV
Energy above the lowest of the compared OMol25 structures with the same formula, charge and spin: 67.2 kcal per mole
Gap between HOMO and LUMO (spin up / spin down): 9.311 / 9.312 eV
DFT total energy: -505.695474 Eh

---

Entry 12:
7 unconnected molecules or ions with the total composition C4H23NO8, computed with the ωB97M-V functional and the def2-TZVPD basis.

ORCA input file:
```
! wB97M-V def2-TZVPD RIJCOSX def2/J DEFGRID3
* xyz 0 1
H -0.862 2.461 2.992
H -2.056 -0.964 1.208
H 0.259 -3.503 0.329
C -0.229 2.003 -0.403
H -1.482 -3.630 -1.042
C -1.214 2.284 1.982
N 0.404 2.861 -1.407
O -2.920 -1.303 1.457
O 0.600 -2.841 0.919
H 1.347 0.659 -0.556
H 1.124 -3.812 -1.316
H 1.477 3.761 1.074
O 0.858 -3.643 -2.215
H -2.878 -3.119 -1.720
H 0.325 2.489 -2.344
O 2.790 0.267 1.523
C -0.279 2.832 0.935
H 1.382 2.968 -1.165
H 2.596 1.175 1.767
H 2.148 -0.339 1.917
H 1.231 -0.754 -1.998
H -0.130 -2.213 0.913
H 2.615 -1.490 -1.513
C 0.340 0.621 -0.124
H -3.135 -1.660 0.569
H -1.555 1.253 1.833
H 1.290 -2.911 -2.679
H 0.365 0.202 0.891
O 2.075 -1.174 -2.249
H -1.282 1.919 -0.641
O -0.293 -0.338 -0.999
H -0.584 3.836 0.604
O 1.031 3.000 1.465
H -1.065 -0.730 -0.588
H -2.203 2.743 1.773
O -2.089 -2.909 -1.191
*
```

Computed properties:
HOMO level: -9.68 eV
Energy above the lowest of the compared OMol25 structures with the same formula, charge and spin: 41.5 kcal per mole
Gap between HOMO and LUMO: 9.714 eV
SMILES: C[C@@H](O)[C@@H](N)CO.O.O.O.O.O.O
DFT total energy: -822.818981 Eh